No. 1
C6H14Cl2FN | the ωB97M-V functional and the def2-TZVPD basis

Output
- E_HOMO: -9.542 eV
- Frontier orbital gap: 10.32 eV
- Lowest unoccupied orbital energy: 0.779 eV

Each line ends with the natural charge from an NBO analysis.
Atoms and positions in Å:
C: 3.16 1.42 -0.58  -0.61
C: 2.15 0.28 -0.68  -0.46
C: 2.35 -0.79 0.37  0.21
F: 1.34 -1.70 0.28  -0.34
Cl: 3.90 -1.66 0.14  -0.06
H: 2.93 2.19 -1.32  0.22
H: 3.14 1.89 0.41  0.21
H: 4.18 1.06 -0.77  0.22
H: 1.13 0.66 -0.53  0.22
H: 2.18 -0.19 -1.66  0.23
H: 2.37 -0.39 1.39  0.18
C: -0.85 -0.10 0.80  -0.66
C: -1.70 -0.30 -0.44  -0.18
Cl: -1.73 -2.06 -0.86  -0.10
C: -3.14 0.21 -0.29  -0.23
N: -3.95 -0.37 0.76  -0.82
H: -1.27 -0.63 1.66  0.21
H: 0.17 -0.46 0.64  0.24
H: -0.81 0.97 1.04  0.21
H: -1.24 0.19 -1.30  0.21
H: -3.66 0.07 -1.25  0.20
H: -3.08 1.29 -0.12  0.19
H: -4.02 -1.38 0.63  0.36
H: -3.54 -0.22 1.66  0.35

No. 2
C4H11INO2 | the ωB97M-V functional and the def2-TZVPD basis

Output
- E_HOMO (alpha / beta): -9.610 / -13.889 eV
- Frontier orbital gap (alpha / beta): 6.63 / 6.63 eV
- Multiplicity: 3
- Net charge: +1
- Lowest unoccupied orbital energy (alpha / beta): -2.980 / -7.260 eV

Each line ends with the Löwdin spin population.
Atoms and positions in Å:
C: -0.48 1.49 -0.54  0.03
C: -1.64 -0.67 0.03  0.00
C: -0.40 0.14 0.09  0.02
C: 0.99 -0.73 -0.52  0.46
N: 0.03 0.30 1.50  0.01
O: 0.97 -1.94 0.04  0.08
O: 2.08 0.03 -0.04  0.05
I: 0.84 -0.72 -2.75  1.31
H: 0.44 2.03 -0.27  0.00
H: -1.43 2.12 -0.22  0.00
H: -0.62 1.54 -1.73  0.02
H: -2.37 -0.16 0.66  0.00
H: -1.41 -1.61 0.48  0.00
H: -1.93 -0.81 -1.04  0.00
H: 0.40 -0.54 1.87  0.00
H: -0.64 0.85 1.97  0.00
H: 0.96 0.86 1.29  0.00
H: 1.62 -2.57 -0.09  0.01
H: 2.57 0.40 -0.73  0.01

No. 3
C2H12O5 | the ωB97M-V functional and the def2-TZVPD basis

Output
- E_HOMO: -10.011 eV
- Frontier orbital gap: 10.25 eV
- Lowest unoccupied orbital energy: 0.243 eV

Each line ends with the natural charge from an NBO analysis.
Atoms and positions in Å:
C: 0.56 -2.32 -0.87  -0.48
C: -0.26 -2.69 0.09  0.13
O: -1.34 -1.93 0.49  -0.73
H: 1.37 -2.93 -1.24  0.22
H: 0.28 -1.36 -1.30  0.20
H: -0.17 -3.63 0.63  0.16
H: -0.98 -1.39 1.22  0.50
O: -2.64 1.00 -0.17  -0.96
H: -3.38 1.44 0.24  0.48
H: -2.99 0.40 -0.84  0.48
O: 0.67 4.53 -3.08  -0.94
H: 0.23 3.69 -2.93  0.47
H: 0.91 4.89 -2.22  0.47
O: -0.15 0.92 1.27  -0.97
H: -0.35 1.80 1.60  0.47
H: -0.58 0.85 0.42  0.49
O: 3.21 -0.80 2.21  -0.94
H: 2.43 -0.92 1.66  0.47
H: 3.16 -1.56 2.80  0.46

No. 4
C2H7O | the ωB97M-V functional and the def2-TZVPD basis

Output
- E_HOMO: -2.210 eV
- Frontier orbital gap: 6.72 eV
- Net charge: -1
- Lowest unoccupied orbital energy: 4.515 eV

Each line ends with the natural charge from an NBO analysis.
Atoms and positions in Å:
O: 2.41 -0.48 0.75  -1.36
H: 2.82 -1.08 1.37  0.39
C: -1.30 0.29 0.15  -0.61
C: -0.04 0.01 -0.66  -0.67
H: -2.20 -0.07 -0.35  0.17
H: -1.40 1.34 0.43  0.19
H: -1.35 -0.21 1.13  0.20
H: 0.54 0.94 -0.66  0.21
H: 0.81 -0.65 -0.43  0.33
H: -0.30 -0.10 -1.73  0.15

No. 5
C2H10N4 | the ωB97M-V functional and the def2-TZVPD basis

Output
- E_HOMO: -19.698 eV
- Frontier orbital gap: 10.29 eV
- Net charge: +2
- Lowest unoccupied orbital energy: -9.413 eV

Each line ends with the natural charge from an NBO analysis.
Atoms and positions in Å:
C: -0.85 -0.01 -2.10  0.13
N: -0.12 -0.20 -1.05  -0.10
N: 1.26 -0.39 -1.00  -0.60
C: -0.70 -0.56 0.24  -0.09
N: -0.48 0.54 1.33  -0.40
N: 0.88 0.32 1.71  -0.67
H: -1.83 -0.12 -1.88  0.23
H: -0.33 0.09 -2.99  0.25
H: 1.64 0.15 -0.25  0.41
H: 1.79 -0.44 -1.86  0.44
H: -1.83 -0.69 0.02  0.27
H: -0.02 -1.48 0.41  0.32
H: -0.67 1.51 0.91  0.49
H: -1.16 0.12 2.16  0.50
H: 1.12 -0.08 2.59  0.44
H: 1.30 1.25 1.76  0.40

No. 6
C2H4INOS | the ωB97M-V functional and the def2-TZVPD basis

Output
- E_HOMO (alpha / beta): -9.248 / -9.359 eV
- Frontier orbital gap (alpha / beta): 6.50 / 6.74 eV
- Lowest unoccupied orbital energy (alpha / beta): -2.746 / -2.616 eV

Each line ends with the natural charge from an NBO analysis.
Atoms and positions in Å:
C: -2.63 0.21 -0.06  -0.18
C: 0.79 0.11 -0.13  -0.26
N: -1.43 0.26 0.41  -0.05
O: -0.52 0.06 -0.52  -0.32
S: -4.16 0.78 0.57  0.11
I: -7.22 -0.11 0.01  -0.07
H: -2.67 -0.28 -0.98  0.18
H: 1.44 -0.05 -1.02  0.21
H: 0.98 -0.71 0.50  0.19
H: 1.10 1.04 0.45  0.20

No. 7
C3H3N2PS | the ωB97M-V functional and the def2-TZVPD basis

Output
- E_HOMO (alpha / beta): -7.869 / -7.867 eV
- Frontier orbital gap (alpha / beta): 5.66 / 5.66 eV
- Lowest unoccupied orbital energy (alpha / beta): -2.205 / -2.208 eV

Each line ends with the natural charge from an NBO analysis.
Atoms and positions in Å:
S: -0.91 -2.52 -0.47  -0.25
C: -0.49 -0.91 0.04  0.07
C: -0.75 0.26 -0.61  -0.33
C: 0.14 1.34 -0.66  0.03
N: 1.23 1.69 -0.04  -0.59
P: 1.73 0.26 1.45  1.05
N: 0.54 -0.84 1.05  -0.86
H: -1.72 0.20 -1.10  0.25
H: -0.30 2.06 -1.43  0.20
H: 0.54 -1.54 1.77  0.44

No. 8
C6H13NO3 | the ωB97M-V functional and the def2-TZVPD basis

Output
- E_HOMO: -9.292 eV
- Frontier orbital gap: 9.90 eV
- Lowest unoccupied orbital energy: 0.610 eV

Each line ends with the natural charge from an NBO analysis.
Atoms and positions in Å:
C: 1.63 0.54 -1.92  -0.25
O: 0.35 0.20 -1.41  -0.54
C: 0.35 -0.80 -0.43  0.27
C: 0.63 -2.19 -0.95  -0.63
C: 0.81 -0.38 0.94  -0.46
C: -0.67 -0.63 0.67  -0.33
C: -1.72 0.45 0.74  0.74
N: -1.21 1.80 0.41  -0.92
O: -2.87 0.20 0.32  -0.61
H: 2.01 -0.25 -2.60  0.18
H: 1.51 1.47 -2.49  0.20
H: 2.35 0.69 -1.11  0.17
H: 1.66 -2.27 -1.33  0.21
H: 0.51 -2.92 -0.14  0.22
H: -0.07 -2.44 -1.76  0.23
H: 1.34 -1.10 1.56  0.22
H: 1.13 0.65 1.06  0.23
H: -1.08 -1.56 1.06  0.25
H: -0.47 1.78 -0.30  0.42
H: -1.95 2.41 0.08  0.41
H: -1.35 2.19 1.87  0.51
O: -1.83 1.23 2.64  -0.95
H: -1.05 0.90 3.10  0.46

No. 9
C8H6 | the ωB97M-V functional and the def2-TZVPD basis

Output
- E_HOMO: -8.325 eV
- Frontier orbital gap: 7.87 eV
- Lowest unoccupied orbital energy: -0.453 eV

Each line ends with the natural charge from an NBO analysis.
Atoms and positions in Å:
C: 2.03 -0.48 -0.71  -0.32
C: 1.63 0.79 -0.46  -0.20
C: 0.69 -0.56 1.31  -0.33
C: -0.60 1.18 0.06  -0.34
C: 1.08 -1.16 0.21  0.16
C: 0.68 0.77 0.61  0.02
C: -1.45 0.25 -0.13  0.11
C: -2.34 -0.73 -0.09  -0.48
H: 2.71 -1.01 -1.49  0.24
H: 1.92 1.74 -1.03  0.22
H: 0.01 -0.92 2.06  0.24
H: -0.76 2.26 -0.29  0.25
H: -2.77 -1.34 -0.89  0.23
H: -2.82 -0.80 0.85  0.21